{
  "formula": "C2H12NO2",
  "method": "ωB97M-V/def2-TZVPD",
  "elements": ["C", "N", "C", "H", "H", "H", "H", "H", "H", "H", "H", "H", "H", "O", "H", "H", "O"],
  "positions_angstrom": [[-1.4903, 0.1251, 1.2975], [-1.0964, -0.4228, -0.0102], [-2.0177, -0.0366, -1.1134], [-0.7880, -0.1806, 2.0583], [-2.4853, -0.1660, 1.5939], [-1.4425, 1.1847, 1.2256], [-0.0434, -0.0851, -0.1583], [-1.0914, -1.4447, -0.0078], [-1.5738, -0.3338, -2.0675], [-2.9916, -0.4990, -0.9751], [-2.1123, 1.0569, -1.1376], [4.4202, -0.7304, -0.4258], [4.1766, 0.2429, 0.7627], [3.7480, -0.4087, 0.1831], [1.3748, 1.2742, -0.7550], [2.1383, -0.0364, -0.2178], [1.2747, 0.4603, -0.2525]],
  "nbo_charge": [-0.420, -0.534, -0.425, 0.234, 0.227, 0.221, 0.470, 0.416, 0.233, 0.231, 0.225, 0.503, 0.502, -0.963, 0.507, 0.541, -0.968],
  "charge": 1,
  "lumo_ev": -2.89
}

=====

{
  "formula": "C42H36CrN4P2S",
  "method": "ωB97M-V/def2-TZVPD",
  "elements": ["Cr", "C", "N", "C", "P", "C", "C", "C", "C", "C", "C", "C", "C", "C", "C", "C", "C", "C", "C", "C", "C", "C", "C", "P", "C", "C", "C", "C", "C", "C", "C", "C", "C", "C", "C", "C", "H", "H", "H", "H", "H", "H", "H", "H", "H", "H", "H", "H", "H", "H", "H", "H", "H", "H", "H", "H", "H", "H", "H", "H", "H", "H", "H", "H", "H", "N", "C", "C", "C", "C", "C", "C", "N", "C", "C", "C", "S", "C", "N", "H", "H", "H", "H", "H", "H", "H"],
  "positions_angstrom": [[1.4190, 0.6616, 0.6283], [-1.5938, -0.3932, -1.2834], [-1.5483, -1.7756, -0.8877], [-0.5352, -2.2709, 0.0000], [1.1587, -1.6048, -0.3813], [2.2429, -2.9258, 0.2138], [2.2165, -3.2312, 1.5765], [3.0771, -4.1866, 2.0907], [3.9788, -4.8328, 1.2519], [4.0069, -4.5336, -0.1023], [3.1390, -3.5823, -0.6271], [1.2511, -1.5913, -2.1777], [0.6565, -2.6029, -2.9339], [0.7072, -2.5470, -4.3169], [1.3518, -1.4896, -4.9492], [1.9499, -0.4843, -4.2029], [1.8947, -0.5338, -2.8177], [-2.4954, -2.6678, -1.4363], [-3.0588, -2.4120, -2.6866], [-3.9976, -3.2843, -3.2181], [-4.3748, -4.4249, -2.5263], [-3.8117, -4.6815, -1.2853], [-2.8861, -3.8081, -0.7341], [-1.0085, 0.8219, -0.0271], [-2.0260, 0.5150, 1.4379], [-1.5651, 0.9676, 2.6758], [-2.3147, 0.7589, 3.8224], [-3.5252, 0.0843, 3.7427], [-3.9868, -0.3773, 2.5174], [-3.2442, -0.1635, 1.3657], [-1.5595, 2.3528, -0.8113], [-0.6979, 2.9889, -1.7014], [-1.1005, 4.1467, -2.3494], [-2.3595, 4.6735, -2.0984], [-3.2205, 4.0427, -1.2086], [-2.8267, 2.8796, -0.5651], [-2.6297, -0.1120, -1.4934], [-1.0237, -0.1615, -2.1972], [-0.4623, -3.3532, -0.1101], [-0.7382, -2.0712, 1.0628], [1.5263, -2.7231, 2.2429], [3.0472, -4.4287, 3.1446], [4.6525, -5.5768, 1.6552], [4.6984, -5.0462, -0.7577], [3.1600, -3.3585, -1.6861], [0.1483, -3.4288, -2.4510], [0.2419, -3.3278, -4.9032], [1.3874, -1.4508, -6.0296], [2.4549, 0.3339, -4.6981], [2.3634, 0.2544, -2.2341], [-2.7540, -1.5460, -3.2598], [-4.4261, -3.0728, -4.1889], [-5.1019, -5.1046, -2.9477], [-4.1061, -5.5609, -0.7281], [-2.4931, -4.0068, 0.2551], [-0.6204, 1.4974, 2.7487], [-1.9556, 1.1203, 4.7766], [-4.1103, -0.0824, 4.6370], [-4.9303, -0.9028, 2.4557], [-3.6208, -0.5313, 0.4205], [0.2926, 2.5819, -1.8856], [-0.4329, 4.6408, -3.0421], [-2.6727, 5.5807, -2.5973], [-4.2014, 4.4567, -1.0178], [-3.4965, 2.3920, 0.1328], [3.2547, 3.7319, 2.7342], [2.0770, 4.4669, 2.7179], [1.7602, 5.7086, 3.2561], [0.4695, 6.1482, 3.0580], [-0.4676, 5.3770, 2.3506], [-0.1421, 4.1489, 1.8168], [1.1606, 3.6904, 2.0065], [1.7895, 2.5024, 1.6123], [3.0294, 2.5885, 2.0722], [3.9774, 1.5106, 1.8493], [5.2733, 1.3865, 2.2281], [5.8909, -0.1096, 1.6873], [4.3957, -0.4879, 0.9925], [3.4758, 0.4342, 1.1400], [4.1202, 4.0080, 3.1682], [2.4837, 6.2984, 3.8016], [0.1701, 7.1078, 3.4558], [-1.4707, 5.7598, 2.2214], [-0.8735, 3.5731, 1.2734], [5.8853, 2.0751, 2.7873], [4.2304, -1.4186, 0.4713]],
  "lowdin_spin": [3.899, -0.002, 0.000, 0.003, 0.000, -0.002, -0.001, 0.001, -0.002, 0.000, -0.003, 0.001, -0.001, 0.000, 0.000, 0.001, 0.007, 0.000, 0.000, 0.000, 0.000, 0.000, 0.000, 0.001, 0.003, 0.006, 0.001, 0.000, 0.001, -0.001, 0.000, 0.003, 0.000, 0.000, 0.000, -0.001, -0.001, 0.000, 0.000, 0.001, 0.001, 0.000, 0.000, 0.000, 0.000, 0.000, 0.000, 0.000, 0.000, 0.006, 0.000, 0.000, 0.000, 0.000, 0.000, 0.004, 0.000, 0.000, 0.000, 0.000, 0.003, 0.000, 0.000, 0.000, 0.000, 0.007, 0.000, 0.001, 0.000, 0.001, 0.001, 0.004, 0.007, 0.015, 0.008, 0.001, 0.006, 0.014, 0.007, 0.000, 0.000, 0.000, 0.000, 0.000, 0.000, 0.001],
  "charge": 2,
  "s_squared": 6.031,
  "lumo_ev": [-5.38, -5.37],
  "spin_multiplicity": 5
}

=====

{
  "formula": "H41O21",
  "method": "ωB97M-V/def2-TZVPD",
  "elements": ["O", "H", "H", "O", "H", "H", "O", "H", "H", "O", "H", "H", "O", "H", "H", "O", "H", "H", "O", "H", "H", "O", "H", "H", "O", "H", "H", "O", "H", "H", "O", "H", "H", "O", "H", "H", "O", "H", "H", "O", "H", "H", "O", "H", "H", "O", "H", "O", "H", "H", "O", "H", "H", "O", "H", "H", "O", "H", "H", "O", "H", "H"],
  "positions_angstrom": [[2.4419, -4.4356, 0.3853], [2.7973, -3.7638, 0.9450], [1.5554, -4.3525, 0.2566], [-2.6595, 0.6038, -0.1416], [1.2949, -1.4523, -0.0470], [-2.2922, 0.0835, -0.7933], [1.4818, 3.2606, -1.1016], [-4.5244, 0.2575, 0.3994], [1.3433, 2.3682, -1.4360], [-5.4693, 0.5294, 0.7939], [0.2880, 3.3832, 1.7950], [-1.4466, 0.5671, 3.0939], [-0.5631, 0.9860, 3.0093], [-0.6838, 1.9287, 2.7689], [-1.9589, 1.7919, -0.1312], [0.0858, -3.2171, 3.2313], [0.3891, -5.1977, -0.5621], [0.6180, -2.7265, 2.4852], [-0.0325, -4.5022, -1.1304], [0.7773, 3.7337, -1.4600], [-2.5093, 0.0405, 0.7146], [3.8801, -0.6562, -1.7436], [-5.2877, 1.4607, 1.0018], [-0.8463, -2.9842, 3.0921], [1.6391, 3.3326, 4.2269], [3.3661, 0.1173, -1.8144], [-0.9602, 3.0806, 0.9186], [-1.2515, 2.6596, -0.4589], [-0.9643, -4.2432, -1.0226], [0.6750, 0.0464, 0.7421], [1.6653, 0.8991, -2.1996], [2.4331, 3.9548, 0.5716], [1.4703, 0.2518, -1.7168], [-0.3254, 2.2031, -3.2501], [-0.6969, 1.3430, -2.9055], [-0.3923, 2.1969, -4.2681], [-0.6420, 3.3265, 1.8782], [0.9623, 3.7822, 3.8140], [1.8465, 2.4503, 4.0090], [-0.7148, -0.5598, -1.5591], [-0.3990, -0.5051, -0.3113], [-0.2521, -1.3519, -1.9455], [-1.8459, -1.4691, 2.4205], [-1.4105, -1.3622, -4.9083], [-2.1085, -2.1250, 1.6861], [2.7280, 3.3929, 1.1658], [-1.2974, 2.3545, -1.3480], [0.2007, -0.6727, 0.7381], [-1.0486, -1.0253, 1.9268], [2.4244, 2.4287, 0.7628], [-3.2338, -2.6358, -2.0557], [3.1895, -0.8454, 0.6483], [-2.6617, -1.9211, -2.4871], [2.7592, -0.0217, 0.8973], [-1.3959, -0.5634, -3.6843], [3.4149, 0.7030, 1.1469], [-1.1830, -0.4232, -4.6359], [3.4233, -1.2998, -1.1259], [-3.2494, -2.5674, -1.0522], [1.3339, -2.4472, -0.1915], [0.7092, -2.7090, 0.5849], [1.0475, 1.4459, -2.5715]],
  "nbo_charge": [-0.937, 0.474, 0.458, -0.933, 0.488, 0.519, -0.979, 0.481, 0.473, -0.960, 0.476, 0.463, -1.003, 0.495, 0.499, -0.962, 0.484, 0.465, -0.969, 0.470, 0.521, -0.956, 0.465, 0.487, -0.967, 0.486, 0.516, -1.045, 0.492, 0.470, -0.941, 0.470, 0.471, -0.992, 0.507, 0.510, -1.007, 0.480, 0.489, -1.238, 0.496, 0.486, -1.013, 0.469, 0.452, -0.943, 0.478, -1.067, 0.533, 0.473, -0.968, 0.486, 0.489, -0.982, 0.474, 0.498, -0.951, 0.463, 0.476, -1.004, 0.451, 0.486],
  "charge": -1,
  "lumo_ev": 1.78
}

=====

{
  "formula": "C4H15NO2",
  "method": "ωB97M-V/def2-TZVPD",
  "elements": ["C", "C", "N", "C", "C", "H", "H", "H", "H", "H", "H", "H", "H", "H", "H", "H", "O", "H", "H", "O", "H", "H"],
  "positions_angstrom": [[0.2137, 1.3603, -0.5521], [0.8642, 0.0103, -0.2535], [0.6307, -0.3733, 1.1623], [0.8565, -1.8122, 1.3003], [1.1107, 0.6254, 2.0791], [-0.1790, 1.4124, -1.5641], [-0.6353, 1.5759, 0.1139], [0.9848, 2.1307, -0.4748], [1.9401, 0.0441, -0.5257], [0.3872, -0.7932, -0.7865], [0.2885, -2.2810, 0.5098], [0.4972, -2.1403, 2.2708], [1.9964, -1.9010, 1.2766], [2.1197, 0.9913, 1.7636], [0.5939, 1.6086, 2.0426], [1.2925, 0.1762, 3.0629], [-2.4040, 0.1757, -5.9867], [-2.3028, -0.4993, -6.6701], [-1.7036, 0.4978, -5.4413], [-2.2867, -0.6632, 2.2765], [-2.6649, 0.1156, 2.6864], [-1.5997, -0.2609, 1.7101]],
  "nbo_charge": [-0.627, -0.214, -0.469, -0.402, -0.426, 0.216, 0.210, 0.207, 0.162, 0.191, 0.209, 0.211, 0.163, 0.157, 0.206, 0.215, -0.984, 0.494, 0.490, -0.949, 0.460, 0.481],
  "lumo_ev": 0.66,
  "smiles": "CCN(C)C.O.O"
}

=====

Table of DFT total energy (Ha), in record order: -288.4024, -3966.0952, -1604.4853, -366.5785
Table of relative energy (zero: lowest compared OMol25 entry of this formula, charge and spin) (kcal per mole), in record order: 7.28, 1.29, 186.92, 45.58